# 1
The following is a quantum chemistry calculation of a cluster of 5 separate species, C33H25ClO18 in total in a non-equilibrium geometry, from the Open Molecules 2025 dataset.

Geometry (Å):
O  9.31  -0.70  0.14
C  8.31  -0.95  0.72
C  8.07  -2.27  1.47
C  7.47  -2.21  2.64
C  7.06  -0.81  3.10
O  7.15  -0.44  4.23
C  6.53  0.09  1.98
C  5.31  0.99  2.20
C  4.14  0.38  1.35
C  3.74  -1.03  1.84
Cl  3.30  -2.14  0.47
C  7.14  0.03  0.80
H  8.39  -3.21  1.02
H  7.23  -3.09  3.24
H  4.99  0.91  3.26
H  5.49  2.04  1.94
H  4.52  0.26  0.32
H  3.28  1.06  1.27
H  4.52  -1.55  2.41
H  2.87  -0.92  2.50
H  6.79  0.62  -0.05
O  -1.60  -2.95  -5.08
C  -1.22  -2.56  -4.00
C  0.04  -2.98  -3.39
C  0.39  -2.53  -2.18
O  1.53  -2.89  -1.59
C  -0.49  -1.59  -1.41
O  -0.13  -1.22  -0.30
C  -1.73  -1.16  -2.02
C  -2.08  -1.60  -3.23
O  -3.22  -1.21  -3.82
H  0.66  -3.66  -3.96
H  1.54  -2.42  -0.73
H  -2.34  -0.47  -1.46
H  -3.25  -1.68  -4.68
O  -7.17  0.95  -5.01
C  -6.79  1.34  -3.92
C  -5.53  0.91  -3.32
C  -5.16  1.35  -2.11
O  -4.01  0.98  -1.55
C  -6.03  2.29  -1.33
O  -5.66  2.65  -0.23
C  -7.28  2.74  -1.94
C  -7.64  2.30  -3.15
O  -8.78  2.69  -3.73
H  -4.91  0.23  -3.89
H  -3.98  1.43  -0.68
H  -7.88  3.43  -1.37
H  -8.80  2.23  -4.59
O  -2.54  -5.05  5.31
C  -1.88  -4.20  4.75
C  -1.54  -4.27  3.33
C  -0.80  -3.31  2.77
O  -0.47  -3.34  1.47
C  -0.31  -2.13  3.55
O  0.37  -1.29  3.00
C  -0.68  -2.04  4.96
C  -1.42  -3.01  5.53
O  -1.78  -2.96  6.81
H  -1.89  -5.13  2.78
H  0.06  -2.53  1.31
H  -0.34  -1.18  5.52
H  -2.30  -3.77  6.97
O  0.53  1.96  -1.77
C  0.02  3.06  -1.65
C  0.37  4.19  -2.50
C  -0.21  5.38  -2.31
O  0.08  6.44  -3.07
C  -1.23  5.60  -1.23
O  -1.72  6.70  -1.09
C  -1.60  4.46  -0.40
C  -1.02  3.27  -0.59
O  -1.33  2.20  0.15
H  1.11  4.03  -3.27
H  -0.47  7.17  -2.73
H  -2.35  4.62  0.37
H  -0.77  1.47  -0.18

## Properties
Calculated total energy: -84000.38450 eV
Kohn-Sham gap: 8.06 eV
Highest occupied orbital energy: -9.758 eV
LUMO level: -1.700 eV

Atomic partial charges in e from the Mulliken method, atoms 1 to 6: atom 1 (O): -0.51, atom 2 (C): 0.02, atom 3 (C): -0.35, atom 4 (C): -0.31, atom 5 (C): 0.29, atom 6 (O): -0.52

=====

# 2
The following is a quantum chemistry calculation of a structure of composition C9H11N8O2Pd, from the Open Molecules 2025 dataset.

Geometry (Å):
Pd  -0.99  -0.96  -0.18
N  2.05  -2.43  0.13
C  2.08  -1.11  0.40
N  3.19  -0.58  0.86
C  3.19  0.75  1.02
N  4.25  1.32  1.58
N  2.19  1.57  0.61
C  1.12  0.95  0.21
N  0.95  -0.39  0.17
C  -0.04  1.73  -0.31
C  -0.03  3.10  -0.43
C  -1.16  3.72  -0.97
C  -2.23  2.94  -1.36
C  -2.17  1.57  -1.20
N  -1.09  0.99  -0.69
H  2.94  -2.90  0.21
H  1.46  -2.73  -0.63
H  5.03  0.75  1.87
H  4.29  2.32  1.68
H  0.83  3.66  -0.11
H  -1.19  4.79  -1.08
H  -3.12  3.39  -1.78
H  -2.99  0.90  -1.46
N  -1.15  -2.89  0.52
N  -2.34  -3.42  -0.05
C  -3.35  -2.46  -0.35
O  -4.48  -2.81  -0.46
O  -2.89  -1.24  -0.50
H  -0.39  -3.54  0.35
H  -1.24  -2.79  1.53
H  -2.72  -4.22  0.44

## Properties
Calculated total energy: -29003.96915 eV
Kohn-Sham gap: 8.79 eV
Total charge: +1
Highest occupied orbital energy: -12.824 eV
LUMO level: -4.039 eV

Atomic partial charges in e from the Mulliken method, atoms 1 to 6: atom 1 (Pd): 0.87, atom 2 (N): -0.43, atom 3 (C): 0.51, atom 4 (N): -0.62, atom 5 (C): 0.53, atom 6 (N): -0.31

=====

# 3
The following is a quantum chemistry calculation of a cluster of 2 separate species, C3H7ClOSi in total in a non-equilibrium geometry, from the Open Molecules 2025 dataset.

Geometry (Å):
O  0.95  -1.81  -0.65
C  0.11  -1.27  -0.01
C  -1.18  -1.37  0.67
C  -0.38  -0.05  0.61
Si  -0.96  1.40  -0.46
H  -1.24  -1.89  1.61
H  -2.07  -1.45  0.07
H  0.12  0.24  1.53
H  0.20  2.02  -1.09
H  -1.65  2.35  0.42
H  -1.88  0.87  -1.47
Cl  3.84  0.45  0.00
H  4.16  0.53  -1.23

## Properties
Calculated total energy: -25669.95598 eV
Kohn-Sham gap: 9.97 eV
Highest occupied orbital energy: -9.166 eV
LUMO level: 0.802 eV

Atomic partial charges in e from the Mulliken method, atoms 1 to 6: atom 1 (O): -0.49, atom 2 (C): 0.42, atom 3 (C): -0.69, atom 4 (C): -0.14, atom 5 (Si): 0.39, atom 6 (H): 0.24

=====

# 4
The following is a quantum chemistry calculation of a structure of composition C10H16N3O3Te4Ti, from the Open Molecules 2025 dataset.

Geometry (Å):
Ti  -1.24  -1.68  1.23
Te  -3.37  -2.83  -0.04
Te  -1.25  -4.45  0.30
Te  -1.09  -4.00  2.99
Te  0.81  -2.10  3.02
O  0.08  1.90  0.61
C  -0.66  1.53  1.49
C  -0.90  2.18  2.85
C  -1.90  1.25  3.56
C  -2.02  0.13  2.58
O  -2.49  -1.03  2.72
N  -1.44  0.37  1.41
H  -1.25  3.20  2.71
H  0.06  2.23  3.36
H  -2.88  1.70  3.71
H  -1.56  0.88  4.53
C  -1.63  0.38  -1.94
N  -0.19  0.23  -1.95
C  0.51  1.20  -2.79
C  1.89  0.70  -3.17
C  2.62  0.31  -1.90
N  1.81  -0.62  -1.12
C  2.52  -1.50  -0.19
C  0.48  -0.56  -1.10
O  -0.14  -1.33  -0.27
H  -2.00  0.32  -2.96
H  -1.90  1.34  -1.51
H  -2.10  -0.41  -1.36
H  0.57  2.15  -2.25
H  -0.10  1.36  -3.68
H  2.44  1.48  -3.69
H  1.80  -0.16  -3.83
H  2.85  1.19  -1.29
H  3.56  -0.18  -2.13
H  3.43  -1.85  -0.67
H  1.90  -2.35  0.07
H  2.79  -0.97  0.73

## Properties
Calculated total energy: -73529.65683 eV
Kohn-Sham gap: 6.22 eV
Total charge: +1
Highest occupied orbital energy: -10.561 eV
LUMO level: -4.341 eV

Atomic partial charges in e from the Mulliken method, atoms 1 to 6: atom 1 (Ti): -0.06, atom 2 (Te): -0.08, atom 3 (Te): -0.08, atom 4 (Te): 0.02, atom 5 (Te): -0.06, atom 6 (O): -0.51

=====

# 5
The following is a quantum chemistry calculation of a structure of composition Cu3F3 in a non-equilibrium geometry, from the Open Molecules 2025 dataset.

Geometry (Å):
Cu  -0.83  0.75  -1.18
Cu  0.18  -2.11  0.43
Cu  1.24  1.55  1.30
F  1.21  -0.29  0.13
F  -1.18  -1.32  -0.89
F  -0.61  1.41  0.20

## Properties
Multiplicity: 4
Calculated total energy: -142027.89821 eV
Kohn-Sham gap (spin up / spin down): 11.00 / 6.93 eV
Total charge: +3
Highest occupied orbital energy (spin up / spin down): -27.559 / -27.250 eV
LUMO level (spin up / spin down): -16.558 / -20.316 eV

Listed below, in e, are the Mulliken charges computed for each atom: atom 1 (Cu): 1.60, atom 2 (Cu): 1.37, atom 3 (Cu): 1.47, atom 4 (F): -0.42, atom 5 (F): -0.38, atom 6 (F): -0.65

=====

# 6
The following is a quantum chemistry calculation of a cluster of 2 separate species, C6H12O3 in total in a non-equilibrium geometry, from the Open Molecules 2025 dataset.

Geometry (Å):
C  -2.17  -1.00  0.22
C  -1.04  -0.16  -0.37
C  -0.34  0.70  0.70
O  -0.33  0.11  1.98
C  1.09  1.09  0.29
C  1.23  1.65  -1.12
H  -2.87  -0.37  0.76
H  -2.71  -1.51  -0.58
H  -1.79  -1.75  0.91
H  -1.44  0.50  -1.14
H  -0.32  -0.83  -0.85
H  -0.93  1.62  0.84
H  0.13  -0.74  1.92
H  1.45  1.84  1.01
H  1.74  0.21  0.40
H  1.01  0.89  -1.86
H  0.55  2.48  -1.27
H  2.24  2.00  -1.28
O  1.06  -2.46  0.84
C  1.50  -2.24  -0.19
O  1.95  -2.02  -1.22

## Properties
Calculated total energy: -12559.84890 eV
Kohn-Sham gap: 10.62 eV
Highest occupied orbital energy: -10.062 eV
LUMO level: 0.558 eV

Atomic partial charges in e from the Mulliken method, atoms 1 to 6: atom 1 (C): -1.36, atom 2 (C): -0.27, atom 3 (C): -0.08, atom 4 (O): -0.57, atom 5 (C): -0.23, atom 6 (C): -1.27

=====

# 7
The following is a quantum chemistry calculation of a cluster of 2 separate species, C2H3ClN2O3 in total in a non-equilibrium geometry, from the Open Molecules 2025 dataset.

Geometry (Å):
O  0.98  0.51  -1.35
N  1.34  0.68  -0.19
O  1.29  1.99  0.30
C  1.78  -0.16  0.68
Cl  1.94  -1.81  0.30
H  0.80  2.52  -0.35
H  2.02  0.18  1.67
N  -2.76  -1.53  -0.65
C  -2.21  -0.67  -0.04
O  -1.49  0.06  0.50
H  -3.70  -1.76  -0.88

## Properties
Calculated total energy: -23764.15236 eV
Kohn-Sham gap: 9.66 eV
Highest occupied orbital energy: -8.978 eV
LUMO level: 0.682 eV

Atomic partial charges in e from the Mulliken method, atoms 1 to 6: atom 1 (O): -0.66, atom 2 (N): 0.73, atom 3 (O): -0.45, atom 4 (C): -0.24, atom 5 (Cl): -0.13, atom 6 (H): 0.35

=====

# 8
The following is a quantum chemistry calculation of a structure of composition C37H51F3FeN4OPS, from the Open Molecules 2025 dataset.

Geometry (Å):
Fe  -0.18  -0.30  -2.06
C  -1.75  0.48  -4.26
N  -0.39  -0.08  -4.09
C  0.60  0.94  -4.49
C  1.84  0.91  -3.66
C  3.08  1.30  -4.14
C  4.15  1.34  -3.26
C  3.95  0.96  -1.94
C  2.68  0.58  -1.55
N  1.65  0.57  -2.39
C  -0.21  -1.36  -4.76
C  0.71  -2.27  -3.99
C  1.32  -3.37  -4.59
C  2.13  -4.19  -3.82
C  2.33  -3.87  -2.48
C  1.70  -2.75  -1.98
N  0.89  -1.99  -2.70
C  -1.93  1.58  -3.25
C  -2.79  2.63  -3.48
C  -3.05  3.46  -2.33
C  -2.24  3.39  -1.26
C  -0.98  2.58  -1.32
N  -1.20  1.40  -2.16
H  -2.46  -0.33  -4.08
H  -1.90  0.86  -5.28
H  0.15  1.92  -4.31
H  0.85  0.85  -5.56
H  3.19  1.57  -5.18
H  5.13  1.64  -3.61
H  4.76  0.98  -1.22
H  2.47  0.27  -0.54
H  0.15  -1.24  -5.79
H  -1.18  -1.86  -4.81
H  1.15  -3.57  -5.64
H  2.60  -5.06  -4.26
H  2.97  -4.47  -1.85
H  1.86  -2.43  -0.95
H  -3.35  2.70  -4.40
H  -3.90  4.15  -2.34
H  -2.40  4.03  -0.39
H  -0.74  2.21  -0.33
S  0.47  3.61  -1.87
F  -2.28  -2.17  -2.94
C  -1.75  -1.50  -1.81
F  -1.45  -2.63  -1.00
F  -2.89  -1.03  -1.22
O  0.11  -0.30  0.07
P  0.15  -0.25  1.58
C  -1.43  0.16  2.40
C  -2.58  -0.80  1.98
C  -3.92  -0.07  1.85
C  -4.11  0.88  3.03
C  -3.07  2.01  2.96
C  -1.83  1.62  2.15
C  1.37  0.99  2.14
C  1.36  2.28  1.30
C  2.67  3.04  1.52
C  3.08  3.07  3.00
C  1.88  2.77  3.90
C  1.37  1.35  3.65
C  0.86  -1.82  2.26
C  0.43  -3.13  1.57
C  -0.76  -3.85  2.19
C  -0.58  -4.02  3.70
C  -0.36  -2.67  4.37
C  0.87  -1.97  3.79
H  -1.24  0.04  3.48
H  -2.68  -1.58  2.73
H  -2.34  -1.28  1.04
H  -4.71  -0.82  1.82
H  -3.96  0.47  0.91
H  -3.99  0.31  3.96
H  -5.12  1.29  3.05
H  -2.77  2.31  3.97
H  -3.51  2.89  2.49
H  -1.02  2.30  2.40
H  -2.02  1.75  1.08
H  2.33  0.49  1.93
H  0.52  2.91  1.57
H  1.22  2.11  0.24
H  2.53  4.05  1.12
H  3.46  2.58  0.92
H  3.52  4.03  3.27
H  3.86  2.32  3.20
H  1.09  3.50  3.70
H  2.14  2.88  4.96
H  0.37  1.25  4.08
H  2.01  0.65  4.19
H  1.90  -1.65  1.96
H  1.30  -3.80  1.62
H  0.22  -2.94  0.52
H  -0.88  -4.82  1.70
H  -1.67  -3.29  1.98
H  0.28  -4.67  3.89
H  -1.45  -4.53  4.13
H  -0.22  -2.80  5.45
H  -1.24  -2.05  4.24
H  1.75  -2.59  4.04
H  1.03  -1.01  4.28

## Properties
Calculated total energy: -109871.57954 eV
Kohn-Sham gap: 4.35 eV
Total charge: -1
Highest occupied orbital energy: -2.066 eV
LUMO level: 2.279 eV

Atomic partial charges in e from the Mulliken method, atoms 1 to 6: atom 1 (Fe): 0.98, atom 2 (C): -1.41, atom 3 (N): 0.56, atom 4 (C): -1.30, atom 5 (C): 1.06, atom 6 (C): -1.19